1.
Density functional theory data (ωB97M-V/def2-TZVPD) for an isolated molecule of C3H3N3S in a non-equilibrium geometry.

SMILES	S=Cn1cnnc1
ΔE to the lowest compared entry with this formula, charge and spin	135.2	kJ/mol
max |F|	0.042	Eh/bohr
total energy	-678.52780	a.u.
Kohn-Sham gap	8.589	eV

XYZ file:
```
10
Properties=species:S:1:pos:R:3:forces:R:3
S 2.7900 -0.4458 -0.0181 -0.945 0.966 0.188
C 1.4702 0.5226 0.0600 0.178 -0.603 -0.413
N 0.1614 0.0586 -0.0087 -2.096 -0.176 -0.370
C -0.3603 -1.2457 -0.0246 -0.468 0.257 0.532
N -1.6804 -1.2434 0.0131 2.095 0.030 0.045
N -2.0832 0.0820 0.0224 -0.135 0.197 -0.542
C -1.0471 0.8303 -0.0514 1.581 0.406 0.450
H 1.4739 1.6266 0.1242 0.278 -0.608 0.022
H 0.2981 -2.1144 0.0187 -0.411 0.347 -0.117
H -1.0226 1.9291 -0.1355 -0.075 -0.817 0.205
```
Forces are in eV/Å.

---

2.
Density functional theory data (ωB97M-V/def2-TZVPD) for a cluster of 2 separate species, C4HO3 in total in a non-equilibrium geometry.

ΔE to the lowest compared entry with this formula, charge and spin	46.0	kJ/mol
max |F|	0.057	Eh/bohr
total energy	-378.64287	a.u.
multiplicity	3
Kohn-Sham gap (spin up / spin down)	5.461 / 8.846	eV
total charge	-1

XYZ file:
```
8
Properties=species:S:1:pos:R:3:forces:R:3
C -0.1710 -1.0794 1.6454 -0.108 0.204 0.028
C 0.5305 -0.1947 1.1401 -1.313 0.268 -1.618
C 0.8977 0.7445 0.1623 2.025 -0.268 2.123
C -0.6786 0.3583 -1.4017 -0.349 0.797 -1.575
O -1.7431 0.8777 -1.2475 0.939 -0.474 1.026
O 2.0358 1.1994 -0.1134 -1.581 -0.078 -0.472
O 0.0924 -0.1739 -2.1260 -0.046 -0.460 0.186
H -0.9636 -1.7319 1.9408 0.433 0.010 0.303
```
Forces are in eV/Å.

---

3.
Density functional theory data (ωB97M-V/def2-TZVPD) for a cluster of 5 separate species, C27H33NO3S in total.

max |F|	0.004	Eh/bohr
total energy	-1727.26233	a.u.
Kohn-Sham gap	9.579	eV

XYZ file:
```
65
Properties=species:S:1:pos:R:3:forces:R:3
N 0.3157 -0.3615 0.4438 0.081 0.029 -0.019
C -0.2403 0.5226 -0.5779 -0.023 -0.012 0.023
C -0.7688 1.8182 0.0610 -0.095 -0.133 0.012
C -2.1167 2.2933 -0.4778 0.150 0.049 -0.149
O -3.1725 2.2165 0.5131 -0.103 -0.003 0.009
S -3.8971 0.8157 0.7876 0.042 0.013 0.073
O -2.8764 -0.2200 0.7199 0.011 0.020 -0.073
O -4.7752 0.6406 -0.5609 -0.076 0.154 -0.023
H -0.4292 -0.8900 0.8824 -0.011 0.021 0.017
H 0.9778 -1.0136 0.0461 -0.037 -0.050 -0.029
H 0.5508 0.7519 -1.2943 0.012 0.013 0.024
H -1.0520 0.0427 -1.1374 0.021 0.003 -0.026
H -0.8922 1.6267 1.1271 0.048 0.089 0.010
H -0.0311 2.6150 -0.0407 0.000 0.013 0.009
H -2.1006 3.3415 -0.7675 -0.033 0.002 0.081
H -2.4095 1.7225 -1.3649 -0.015 -0.006 0.020
H -4.2173 0.3605 -1.3027 0.056 -0.152 0.013
C -4.2169 -5.4218 2.5611 -0.003 0.000 -0.001
C -3.5001 -4.2331 2.5472 0.002 0.008 0.007
C -4.0664 -3.0834 2.0130 -0.040 -0.024 0.013
C -5.3536 -3.1268 1.4937 0.005 0.007 -0.013
C -6.0724 -4.3142 1.5081 0.003 -0.003 0.002
C -5.5036 -5.4625 2.0418 0.001 0.003 -0.001
H -3.7731 -6.3173 2.9773 0.001 0.001 -0.001
H -2.4970 -4.2022 2.9538 -0.001 -0.002 0.000
H -3.5124 -2.1550 1.9912 0.036 -0.038 0.000
H -5.7963 -2.2319 1.0730 0.000 -0.001 0.000
H -7.0760 -4.3453 1.1031 0.001 0.000 0.000
H -6.0630 -6.3894 2.0527 0.000 0.001 0.001
C 1.3595 3.9737 -3.8052 0.000 0.002 0.005
C 1.2276 5.2839 -4.2441 0.000 0.000 0.002
C -0.0331 5.8493 -4.3787 -0.002 0.002 0.010
C -1.1645 5.1057 -4.0727 0.024 0.005 0.013
C -1.0317 3.7950 -3.6358 -0.031 -0.019 0.020
C 0.2284 3.2282 -3.5024 -0.004 -0.001 0.016
H 2.3427 3.5338 -3.6992 0.000 0.000 0.001
H 2.1091 5.8656 -4.4806 -0.001 -0.001 -0.001
H -0.1337 6.8713 -4.7207 0.000 0.000 0.001
H -2.1476 5.5474 -4.1724 0.000 -0.004 -0.011
H -1.9145 3.2142 -3.3984 -0.003 0.001 -0.033
H 0.3298 2.2043 -3.1641 -0.001 0.002 -0.010
C 4.2272 -5.3222 0.3629 0.001 0.004 0.001
C 3.2730 -4.5757 1.0400 0.016 0.007 -0.010
C 2.4803 -3.6723 0.3459 -0.031 0.009 0.010
C 2.6392 -3.5170 -1.0241 -0.003 0.006 0.004
C 3.5943 -4.2628 -1.7010 0.001 -0.002 0.002
C 4.3883 -5.1651 -1.0070 -0.002 0.002 0.000
H 4.8461 -6.0269 0.9031 0.000 0.000 -0.001
H 3.1473 -4.6969 2.1082 -0.001 0.000 -0.001
H 1.7349 -3.0928 0.8767 0.001 -0.012 0.011
H 2.0164 -2.8173 -1.5683 -0.001 -0.004 -0.003
H 3.7186 -4.1421 -2.7694 0.001 0.001 0.001
H 5.1330 -5.7472 -1.5344 -0.001 0.000 0.000
C 2.4709 2.0046 2.0250 0.006 -0.002 0.005
C 2.3563 3.3884 2.0102 -0.007 -0.003 -0.003
C 3.3982 4.1813 2.4725 0.003 -0.002 0.000
C 4.5592 3.5902 2.9513 -0.002 0.000 -0.001
C 4.6769 2.2068 2.9678 -0.001 0.000 -0.003
C 3.6338 1.4162 2.5054 0.010 0.010 -0.008
H 1.6650 1.3764 1.6651 0.001 -0.004 0.002
H 1.4500 3.8522 1.6397 0.000 0.001 0.003
H 3.3052 5.2599 2.4611 0.000 -0.001 -0.002
H 5.3722 4.2074 3.3122 -0.001 0.000 0.000
H 5.5825 1.7456 3.3413 -0.001 0.000 0.001
H 3.7245 0.3372 2.5172 -0.001 0.000 -0.001
```
Forces are in eV/Å.

---

4.
Density functional theory data (ωB97M-V/def2-TZVPD) for a structure of composition C5H9O4Sn in a non-equilibrium geometry.

max |F|	0.156	Eh/bohr
total energy	-710.97955	a.u.
multiplicity	2
Kohn-Sham gap (spin up / spin down)	6.526 / 6.309	eV

XYZ file:
```
19
Properties=species:S:1:pos:R:3:forces:R:3
O -2.4012 0.6999 -1.0252 -0.746 2.723 -2.701
C -2.1241 1.9596 -0.7835 0.068 0.565 0.761
C -0.8231 2.2657 -0.1645 0.131 -0.020 -0.531
H -2.9380 2.6951 -0.7657 0.291 -0.294 0.115
H -0.7810 3.2465 0.3230 0.080 -0.412 -0.086
H 0.0256 2.1009 -0.8548 -0.023 0.104 0.285
O -0.5570 1.1179 0.9350 0.598 2.473 0.395
O -0.6211 -2.1504 -0.9869 2.196 -1.953 -2.366
C 0.6146 -2.5862 -0.5364 0.780 -0.694 0.021
C 1.4290 -1.4347 0.0480 0.842 -0.249 -0.326
O 0.5777 -0.7975 1.0100 1.923 0.100 0.747
C 0.6977 0.5936 1.2483 0.860 0.792 0.474
Sn -1.2740 -0.6027 -0.0861 -6.393 -3.350 3.497
H 1.2244 -3.0353 -1.3450 -0.159 0.128 0.209
H 0.5138 -3.3653 0.2479 -0.056 0.258 -0.238
H 1.6821 -0.7087 -0.7429 -0.011 -0.126 0.110
H 2.3538 -1.7783 0.5338 -0.262 0.082 -0.113
H 0.9074 0.7433 2.3164 -0.044 -0.018 -0.326
H 1.4935 1.0367 0.6285 -0.073 -0.109 0.074
```
Forces are in eV/Å.

---

5.
Density functional theory data (ωB97M-V/def2-TZVPD) for a cluster of 2 separate species, C9H14O in total in a non-equilibrium geometry.

SMILES	Cc1ccc(O)cc1.CC
ΔE to the lowest compared entry with this formula, charge and spin	171.9	kJ/mol
max |F|	0.125	Eh/bohr
total energy	-426.50732	a.u.
Kohn-Sham gap	9.245	eV

XYZ file:
```
24
Properties=species:S:1:pos:R:3:forces:R:3
C 2.3555 -1.2980 1.8804 -1.886 -1.160 -0.812
C 0.8545 -1.0657 1.4452 3.074 -1.552 1.972
C 0.1194 -2.1927 1.0105 -1.884 6.171 -0.040
C -1.1665 -1.8548 0.5209 1.451 -3.691 0.382
C -1.6484 -0.6140 0.6296 -0.827 3.223 -0.812
O -2.8883 -0.4347 -0.0146 0.188 2.113 0.126
C -0.8856 0.4563 1.2262 -0.939 1.427 -0.898
C 0.4020 0.2594 1.6571 0.137 -2.813 -0.615
H 2.7179 -0.5097 2.5048 0.346 0.305 0.389
H 2.9271 -1.3988 0.9840 0.651 0.584 -0.778
H 2.5288 -2.2952 2.2960 -0.334 0.228 0.618
H 0.3506 -3.1618 1.1729 1.377 -2.837 0.039
H -1.7070 -2.7209 0.0892 -0.227 1.094 0.208
H -3.0562 0.5277 -0.2736 0.615 -1.933 0.799
H -1.1579 1.5415 1.1802 -0.729 -1.226 0.133
H 1.1183 0.9133 2.1895 -1.005 0.090 -0.734
C -0.2725 2.3267 -1.8502 -2.201 -1.764 -1.028
C 0.1783 1.1425 -2.7987 -3.483 0.853 1.923
H -1.3974 2.1213 -1.6959 1.573 0.830 0.003
H 0.1664 2.3808 -0.8825 0.658 -0.227 0.660
H -0.1274 3.2633 -2.3466 -0.189 0.643 -0.259
H 0.9614 1.4605 -3.3832 1.743 0.234 -1.574
H -0.7580 0.8562 -3.3459 1.209 0.323 -0.170
H 0.3848 0.2968 -2.1954 0.680 -0.913 0.472
```
Forces are in eV/Å.